# 1
ORCA calculation (ωB97M-V/def2-TZVPD) on one molecule with the formula C6H11N in a non-equilibrium geometry.

Output
Energy relative to the best compared isomer or geometry (same formula, charge and spin)   264.6 kJ/mol
SMILES string   C=C/C(N)=C/CC
Kohn-Sham gap   8.952 eV
2S+1   1
DFT total energy   -289.87090 Eh

Geometry as XYZ:
```
18
Properties=species:S:1:pos:R:3:forces:R:3
C 2.102982 1.352029 -1.756085 -0.57 1.16 -2.72
C 1.411816 1.222384 -0.642527 1.03 -3.08 1.29
C 0.446683 0.081547 -0.505858 -1.77 1.29 1.54
N -0.041948 -0.563242 -1.685700 1.98 1.95 0.40
C -0.105083 -0.116278 0.747258 0.12 0.75 -1.05
C -1.248285 -1.056729 1.102490 0.58 0.65 1.26
C -1.955375 -0.739092 2.460084 0.20 -1.33 -0.15
H 2.984725 2.003864 -1.672509 -0.34 -0.39 -0.82
H 1.657492 1.017059 -2.810383 1.57 0.69 2.37
H 1.995088 1.431995 0.288537 -1.11 0.39 -0.61
H -0.909974 -0.939097 -1.330596 -0.65 0.09 -1.50
H 0.055611 0.167931 -2.489186 -1.23 -2.29 1.87
H -0.022918 0.751544 1.411526 0.76 -0.56 0.12
H -0.881790 -2.098072 1.158250 -0.72 0.29 -0.82
H -2.030015 -0.743330 0.423747 -0.40 -1.14 -0.96
H -2.928270 -1.268445 2.532307 0.25 0.61 -0.52
H -2.077505 0.329726 2.516726 -0.22 0.33 0.46
H -1.465238 -1.173644 3.339297 0.53 0.60 -0.17
```
Forces are in eV/Å.

Mulliken atomic charge list, values in e, 6 entries: -0.505 -0.535 0.736 -0.604 -0.463 -0.279



# 2
ORCA calculation (ωB97M-V/def2-TZVPD) on a 2-piece molecular cluster, C6H11N overall in a non-equilibrium geometry.

Output
Energy relative to the best compared isomer or geometry (same formula, charge and spin)   824.4 kJ/mol
Kohn-Sham gap   4.653 eV
2S+1   1
DFT total energy   -289.65770 Eh

Geometry as XYZ:
```
18
Properties=species:S:1:pos:R:3:forces:R:3
C -0.676574 -0.208896 1.204521 -2.25 -0.43 0.91
C 0.493381 -0.950277 0.664914 -3.16 0.08 -2.33
N 2.392217 -0.351863 2.239887 -1.64 2.58 -2.27
C -0.037913 -0.111776 -1.624448 -1.34 1.53 2.13
C 0.850295 -0.353052 -0.699293 1.09 -0.85 -0.02
C -2.061498 1.553763 -1.185084 2.95 -1.71 -2.20
C -1.341611 0.462039 -1.768710 -2.43 1.30 -1.58
H -1.583411 -0.665764 0.726745 0.26 0.42 0.82
H -0.825438 -0.202257 2.321030 0.41 -0.30 -1.08
H -0.712260 0.819385 0.873712 0.40 0.31 0.21
H 0.228158 -1.989867 0.484590 0.36 -0.46 0.54
H 1.424515 -0.844963 1.392568 2.37 0.81 0.95
H 2.612995 -0.926224 2.962933 0.94 -2.41 2.38
H 3.224277 0.022715 1.801975 0.07 -0.39 -0.28
H 1.906815 -0.418446 -0.776893 1.12 0.42 -0.92
H -2.989758 1.895151 -1.676919 0.49 -0.49 0.62
H -1.456082 2.267635 -0.657204 -0.36 0.18 0.93
H -1.931803 0.154883 -2.683140 0.70 -0.60 1.22
```
Forces are in eV/Å.

Mulliken atomic charge list, values in e, 6 entries: -1.045 0.196 -0.755 -0.019 -0.498 -0.671



# 3
ORCA calculation (ωB97M-V/def2-TZVPD) on one molecule with the formula C6H11N in a non-equilibrium geometry.

Output
Energy relative to the best compared isomer or geometry (same formula, charge and spin)   125.3 kJ/mol
SMILES string   C[C@H]1C=CCCN1
Kohn-Sham gap   9.955 eV
2S+1   1
DFT total energy   -289.92394 Eh

Geometry as XYZ:
```
18
Properties=species:S:1:pos:R:3:forces:R:3
C 2.096781 -0.028360 -0.491586 0.62 1.67 -0.12
C 1.001384 0.065620 0.582056 -0.30 0.69 0.46
C 0.116663 1.268945 0.250464 -1.03 1.76 0.78
C -1.228009 1.232724 0.027577 1.51 -0.90 -0.58
C -1.924763 -0.138219 -0.120174 -0.68 0.38 1.92
C -0.825775 -1.191306 -0.336872 0.91 -0.21 -1.76
N 0.219443 -1.155534 0.717380 -1.33 -0.27 0.30
H 2.518816 1.011727 -0.621334 0.05 -1.04 0.53
H 1.832435 -0.222042 -1.535060 -0.80 -0.40 0.35
H 2.865675 -0.735202 -0.231184 0.39 -0.15 0.23
H 1.436398 0.227446 1.629660 -0.11 0.02 -1.58
H 0.598929 2.303428 0.358737 -0.60 -1.59 -0.37
H -1.757241 2.161040 -0.203797 0.05 -0.35 0.29
H -2.420251 -0.373469 0.903742 0.68 0.27 -1.37
H -2.819315 -0.138587 -0.800795 1.24 -0.01 0.14
H -0.222412 -0.933607 -1.310781 -1.41 -0.58 1.55
H -1.229417 -2.225316 -0.462412 0.28 0.80 0.23
H -0.259337 -1.129291 1.644372 0.52 -0.09 -0.99
```
Forces are in eV/Å.

Mulliken atomic charge list, values in e, 6 entries: -1.261 0.130 -0.266 -0.406 -0.472 -0.575